No. 1
A cluster of 8 separate species, C34H38Cl4N6 in total at a distorted geometry, computed with the ωB97M-V functional and the def2-TZVPD basis.

Output
HOMO (eV): -9.1
HOMO-LUMO gap (eV): 9.55
SMILES: c1ccncc1.c1ccncc1.c1ccncc1.c1ccncc1.c1ccncc1.c1ccncc1.ClCCCl.ClCCCl
Total energy (hartree): -3487.5553
Relative energy (zero: lowest compared OMol25 entry of this formula, charge and spin) (kJ/mol): 0.0

CARTESIAN COORDINATES (ANGSTROEM)
C (15.84362, -10.85759, 1.10537)
C (14.54956, -10.35828, 1.07806)
C (14.32607, -9.01486, 1.47434)
N (15.35115, -8.25864, 1.83793)
C (16.58364, -8.76204, 1.89661)
C (16.87347, -10.06943, 1.64272)
H (16.09945, -11.83956, 0.73566)
H (13.68617, -10.97752, 0.88440)
H (13.38018, -8.49958, 1.55299)
H (17.35834, -8.13604, 2.31417)
H (17.85928, -10.50967, 1.67044)
C (20.14199, -9.67240, 4.23674)
C (19.40235, -10.14167, 5.29828)
C (19.97062, -11.11236, 6.16060)
N (21.22697, -11.53248, 6.11611)
C (21.92711, -11.12159, 5.01963)
C (21.41398, -10.22949, 4.03590)
H (19.72811, -9.01591, 3.48566)
H (18.45731, -9.65274, 5.48333)
H (19.36677, -11.40395, 7.00720)
H (22.86421, -11.58062, 4.74119)
H (21.94617, -10.13865, 3.10053)
C (22.16104, -0.33558, 1.62404)
C (22.00000, 0.41020, 0.48481)
C (21.89037, -0.29086, -0.71982)
N (21.81130, -1.66891, -0.77618)
C (22.04827, -2.34507, 0.32528)
C (22.14630, -1.71069, 1.51135)
H (22.24798, 0.10606, 2.60577)
H (21.95018, 1.48419, 0.58713)
H (21.91673, 0.37486, -1.56983)
H (21.71438, -3.35817, 0.15629)
H (22.20957, -2.37171, 2.36309)
C (19.98412, -5.66737, 6.17597)
C (20.76859, -4.57442, 6.57194)
C (20.95000, -3.54346, 5.67087)
N (20.44654, -3.52936, 4.46111)
C (19.83889, -4.70282, 4.04434)
C (19.61365, -5.80114, 4.90077)
H (19.81415, -6.58360, 6.72189)
H (21.17397, -4.57157, 7.57296)
H (21.52447, -2.65311, 5.87984)
H (19.52266, -4.61365, 3.01553)
H (19.18722, -6.74257, 4.58728)
C (25.31554, -11.41461, 2.22628)
C (25.41672, -10.07190, 1.77613)
C (24.34384, -9.53951, 1.12275)
N (23.16612, -10.17540, 0.79503)
C (23.17233, -11.47142, 1.13569)
C (24.13162, -12.16616, 1.86617)
H (26.12540, -11.78004, 2.84027)
H (26.33245, -9.50279, 1.83885)
H (24.21862, -8.53855, 0.73702)
H (22.26336, -11.97727, 0.84537)
H (23.93751, -13.16650, 2.22400)
C (27.69005, -5.09107, -1.30712)
C (26.31885, -4.90644, -1.07339)
C (25.80442, -5.34935, 0.17425)
N (26.59666, -6.02280, 1.03512)
C (27.96986, -6.08649, 0.85191)
C (28.54511, -5.62773, -0.34310)
H (28.18757, -4.69595, -2.18048)
H (25.68077, -4.38543, -1.77181)
H (24.76233, -5.21219, 0.42253)
H (28.61083, -6.62322, 1.53564)
H (29.61113, -5.79172, -0.39893)
Cl (19.82317, -6.74747, 1.35713)
C (20.66130, -8.03702, 0.45644)
C (21.33477, -7.55330, -0.83306)
Cl (22.51292, -6.16518, -0.39472)
H (19.91615, -8.79374, 0.21103)
H (21.47478, -8.37203, 1.09997)
H (20.51300, -7.14214, -1.41935)
H (21.92334, -8.28753, -1.38315)
Cl (19.61298, -12.11842, -1.12448)
C (20.61497, -12.14861, -2.56254)
C (22.09816, -12.04060, -2.17031)
Cl (22.63441, -13.45349, -1.30443)
H (20.20864, -11.28489, -3.08884)
H (20.33459, -13.00078, -3.18165)
H (22.45013, -11.13343, -1.67912)
H (22.73342, -11.89170, -3.04345)

These are the Löwdin partial charges, in e, on atoms 1 to 4:
1. C -0.08
2. C -0.06
3. C -0.14
4. N 0.05

***

No. 2
The molecule C2ClFO2S at a distorted geometry, computed with the ωB97M-V functional and the def2-TZVPD basis.

Output
HOMO (alpha / beta) (eV): -10.5 / -10.5
HOMO-LUMO gap (alpha / beta) (eV): 5.52 / 5.54
Total energy (hartree): -1184.5985
Relative energy (zero: lowest compared OMol25 entry of this formula, charge and spin) (kJ/mol): 574.1

CARTESIAN COORDINATES (ANGSTROEM)
C (1.90831, -1.64871, 0.20094)
C (1.77456, -0.46468, -0.05069)
O (-1.70767, -0.17034, 1.33710)
O (-0.40994, 1.33330, -0.16603)
F (-1.54237, -0.73117, -1.17815)
S (-1.67450, 0.53530, 0.06107)
Cl (1.65161, 1.14630, -0.20425)

These are the natural (NBO) partial charges, in e, on atoms 1 to 4:
1. C 0.15
2. C -0.43
3. O -0.84
4. O -0.87

***

No. 3
A structure of composition C4H6GaO2 at a distorted geometry, computed with the ωB97M-V functional and the def2-TZVPD basis.

Output
HOMO (alpha / beta) (eV): -24.2 / -25.1
HOMO-LUMO gap (alpha / beta) (eV): 6.81 / 8.68
Charge: +3
Total energy (hartree): -2229.6726
Relative energy (zero: lowest compared OMol25 entry of this formula, charge and spin) (kJ/mol): 0.0

CARTESIAN COORDINATES (ANGSTROEM)
C (0.25641, 0.30607, -0.83888)
C (-0.81392, 0.09560, 0.12935)
H (-1.63142, 0.80081, -0.07421)
H (-0.60771, -1.12890, 0.57915)
O (1.65583, -0.71295, -2.48417)
C (0.91163, -0.74886, -1.39866)
H (0.41064, 1.30852, -1.24436)
H (1.21134, -0.27422, -3.22384)
H (0.77341, -1.76685, -1.02476)
C (-0.52297, 0.07060, 1.57148)
O (-0.83259, 1.08584, 2.28857)
Ga (-0.41655, 1.81971, 3.55996)
H (-0.39410, -0.85536, 2.16037)

These are the Löwdin partial charges, in e, on atoms 1 to 4:
1. C 0.11
2. C 0.03
3. H 0.20
4. H 0.27

***

No. 4
A cluster of 2 separate species, C2H7NO3P in total at a distorted geometry, computed with the ωB97M-V functional and the def2-TZVPD basis.

Output
HOMO (eV): -3.2
HOMO-LUMO gap (eV): 7.09
Charge: -1
Total energy (hartree): -702.3055
Relative energy (zero: lowest compared OMol25 entry of this formula, charge and spin) (kJ/mol): 194.3

CARTESIAN COORDINATES (ANGSTROEM)
C (-2.01120, -0.41802, 0.53307)
C (-1.52635, 0.01187, 1.88156)
N (1.59896, 1.13146, -1.87999)
O (1.57368, 0.23547, 0.77440)
O (2.67423, -0.93815, -1.14801)
O (-2.31123, 0.34098, 2.78025)
P (1.25721, -0.22460, -0.63537)
H (-1.30345, -0.25335, -0.28777)
H (-1.96733, -1.48635, 0.47403)
H (-3.04500, -0.37188, 0.24212)
H (-0.49042, 0.05314, 1.96639)
H (1.21942, 2.06566, -1.64862)
H (1.12299, 0.79720, -2.75143)
H (3.20846, -0.94343, -0.30061)

These are the natural (NBO) partial charges, in e, on atoms 1 to 4:
1. C -0.78
2. C 0.43
3. N -1.22
4. O -1.22

***

No. 5
A structure of composition C16H48F2InNO12S2 at a distorted geometry, computed with the ωB97M-V functional and the def2-TZVPD basis.

Output
HOMO (eV): -14.4
HOMO-LUMO gap (eV): 1.65
Charge: +2
Total energy (hartree): -2781.2613
Relative energy (zero: lowest compared OMol25 entry of this formula, charge and spin) (kJ/mol): 277.7

CARTESIAN COORDINATES (ANGSTROEM)
In (-2.33217, -2.67778, -0.56098)
N (-0.37179, -0.64118, 0.02174)
S (1.16555, -0.50548, 0.19492)
O (1.65420, -0.21394, 1.54725)
O (1.92830, -0.09382, -0.94326)
F (1.43417, -2.07363, 0.04205)
S (-0.56979, 1.10615, 0.36070)
O (0.14992, 1.94072, -0.59026)
O (-0.68883, 1.64772, 1.70715)
F (-2.09180, 1.26743, -0.12308)
C (-2.59316, -0.28569, 5.81181)
C (-1.68876, 0.42365, 4.79735)
O (-2.19629, 0.07423, 3.54117)
H (-3.40187, 0.41830, 6.00798)
H (-2.20393, -0.43393, 6.81909)
H (-2.95921, -1.24325, 5.44141)
H (-0.69644, 0.02348, 5.00542)
H (-1.61644, 1.50533, 4.91070)
H (-1.74889, 0.70593, 2.97338)
C (4.24784, -3.59284, -1.12033)
C (5.36967, -4.30694, -0.53625)
O (5.03284, -5.38390, 0.33508)
H (3.73216, -4.05408, -1.96261)
H (4.65577, -2.62971, -1.42706)
H (3.54752, -3.37948, -0.31279)
H (6.02379, -3.71758, 0.10630)
H (5.87561, -4.93686, -1.26791)
H (5.72385, -5.51037, 0.98938)
C (1.63386, -5.41054, 1.48365)
C (0.89373, -5.22013, 0.19149)
O (-0.43411, -4.86785, 0.36480)
H (1.55671, -4.42824, 1.94974)
H (2.71074, -5.51406, 1.35058)
H (1.28282, -6.16059, 2.19237)
H (0.89618, -6.11152, -0.43582)
H (1.44747, -4.46212, -0.36249)
H (-0.91171, -5.69736, 0.43824)
C (-2.13825, 0.53282, -3.23456)
C (-3.29261, -0.40499, -3.25505)
O (-3.84827, -0.52959, -1.95282)
H (-2.45840, 1.54309, -2.97964)
H (-1.61757, 0.62713, -4.18750)
H (-1.35836, 0.26771, -2.52070)
H (-2.91046, -1.34615, -3.65037)
H (-4.12834, -0.03466, -3.84878)
H (-4.50739, 0.16405, -1.87510)
C (4.21240, 1.26696, 0.84715)
C (5.12776, 2.50066, 0.43452)
O (4.97003, 3.48384, 1.41938)
H (4.52843, 0.43475, 0.21814)
H (3.18962, 1.61919, 0.71314)
H (4.25240, 0.92426, 1.88110)
H (4.92164, 2.84386, -0.57930)
H (6.15568, 2.14029, 0.47467)
H (5.26720, 4.37103, 1.20446)
C (-4.92168, 1.21634, 1.51924)
C (-5.17368, -0.26327, 1.30860)
O (-3.81272, -0.85534, 1.42067)
H (-5.79183, 1.86103, 1.39548)
H (-4.12754, 1.62492, 0.89434)
H (-4.53511, 1.24538, 2.53798)
H (-5.56830, -0.54192, 0.33149)
H (-5.92453, -0.67656, 1.98203)
H (-3.37131, -0.62172, 2.24053)
C (-2.26441, 4.44512, -1.07771)
C (-3.80849, 4.37641, -0.87201)
O (-4.40402, 4.05139, -2.08341)
H (-1.71216, 4.21023, -0.16779)
H (-1.95064, 5.37793, -1.54623)
H (-1.97335, 3.66307, -1.77897)
H (-4.10216, 5.28717, -0.35012)
H (-3.91988, 3.54002, -0.18197)
H (-4.50216, 4.83882, -2.62370)
C (2.72483, 3.32118, -3.52006)
C (1.89577, 1.96981, -3.63362)
O (2.73578, 0.89093, -3.31726)
H (3.61869, 3.19797, -4.13155)
H (2.92836, 3.52047, -2.46794)
H (2.08141, 4.09828, -3.93266)
H (1.46036, 1.88934, -4.62964)
H (1.10644, 1.87230, -2.88828)
H (2.48911, 0.49678, -2.47738)

These are the Löwdin partial charges, in e, on atoms 1 to 4:
1. In 1.14
2. N -0.28
3. S 0.43
4. O -0.24

***

No. 6
A cluster of 2 separate species, C6H10O2 in total at a distorted geometry, computed with the ωB97M-V functional and the def2-TZVPD basis.

Output
HOMO (alpha / beta) (eV): -7.6 / -7.8
HOMO-LUMO gap (alpha / beta) (eV): 8.02 / 8.18
Total energy (hartree): -384.7913
Relative energy (zero: lowest compared OMol25 entry of this formula, charge and spin) (kJ/mol): 816.9

CARTESIAN COORDINATES (ANGSTROEM)
C (0.47734, 0.48277, 0.55125)
C (-1.72968, 0.49260, -0.63460)
C (1.48920, 1.40257, 0.07710)
C (2.71935, -0.88589, 0.30651)
C (-3.81323, -0.33793, 0.06648)
C (1.58607, -0.08955, -0.21051)
O (1.33583, -0.54134, -1.50532)
O (-2.44986, 0.06815, 0.29919)
H (2.14474, 1.81858, 0.69482)
H (1.12728, 2.13660, -0.64927)
H (0.23205, 0.32319, 1.52809)
H (2.46964, -1.95568, 0.61104)
H (3.35134, -1.10324, -0.42807)
H (3.20296, -0.47820, 1.10652)
H (-4.33947, 0.21198, -0.86911)
H (-4.53677, -0.21821, 0.79395)
H (-3.91489, -1.36939, -0.00372)
H (0.64809, 0.04299, -1.73434)

These are the natural (NBO) partial charges, in e, on atoms 1 to 4:
1. C -0.22
2. C 0.32
3. C -0.50
4. C -0.60

***

What is the formula in the sixth record?
C6H10O2